{
  "formula": "C21H45IN6O4P2",
  "method": "wB97M-V/def2-TZVPD",
  "elements": ["O", "C", "C", "C", "C", "O", "C", "C", "C", "C", "I", "C", "H", "H", "H", "H", "H", "H", "H", "H", "H", "O", "P", "N", "C", "C", "N", "C", "C", "N", "C", "C", "H", "H", "H", "H", "H", "H", "H", "H", "H", "H", "H", "H", "H", "H", "H", "H", "H", "H", "O", "P", "N", "C", "C", "N", "C", "C", "N", "C", "C", "H", "H", "H", "H", "H", "H", "H", "H", "H", "H", "H", "H", "H", "H", "H", "H", "H", "H"],
  "xyz": [[1.290, -4.591, 3.815], [2.291, -4.909, 3.217], [2.493, -6.280, 2.631], [3.071, -6.346, 1.437], [3.435, -5.041, 0.787], [3.249, -4.808, -0.385], [4.004, -4.025, 1.744], [5.163, -3.170, 1.324], [6.537, -3.718, 1.786], [6.640, -4.071, 3.263], [6.525, -2.336, 4.524], [3.420, -3.964, 2.942], [2.204, -7.164, 3.180], [3.286, -7.280, 0.940], [5.016, -2.125, 1.586], [5.189, -3.208, 0.233], [6.740, -4.625, 1.215], [7.275, -2.948, 1.573], [5.928, -4.822, 3.582], [7.625, -4.492, 3.438], [3.768, -3.275, 3.699], [2.212, -0.258, 0.912], [0.923, 0.443, 1.302], [1.309, 0.704, 2.964], [0.405, 0.681, 4.090], [2.419, 1.614, 3.212], [-0.083, -0.963, 1.041], [-0.287, -1.923, 2.115], [0.237, -1.675, -0.195], [-0.521, 1.387, 1.342], [-0.355, 2.837, 1.269], [-1.886, 0.960, 1.580], [-0.166, 1.616, 4.208], [0.978, 0.532, 5.008], [-0.296, -0.147, 4.048], [2.108, 2.669, 3.184], [3.204, 1.476, 2.468], [2.873, 1.417, 4.186], [0.648, -2.218, 2.608], [-0.765, -2.825, 1.728], [-0.982, -1.539, 2.865], [1.114, -2.323, -0.090], [0.436, -0.973, -1.007], [-0.615, -2.289, -0.498], [-0.456, 3.305, 2.256], [-1.089, 3.288, 0.594], [0.631, 3.094, 0.875], [-2.046, 0.678, 2.625], [-2.178, 0.131, 0.943], [-2.580, 1.774, 1.354], [-4.829, 2.271, -1.715], [-4.100, 2.366, -3.035], [-2.484, 2.438, -2.447], [-1.362, 3.114, -3.051], [-2.040, 1.270, -1.694], [-4.724, 3.916, -3.532], [-4.011, 5.133, -3.184], [-6.146, 4.078, -3.241], [-3.697, 1.993, -4.661], [-3.315, 0.609, -4.936], [-3.545, 2.891, -5.785], [-0.904, 2.544, -3.876], [-0.587, 3.273, -2.298], [-1.616, 4.104, -3.419], [-1.703, 0.462, -2.361], [-2.840, 0.874, -1.070], [-1.218, 1.524, -1.024], [-3.718, 5.166, -2.126], [-4.631, 6.006, -3.393], [-3.123, 5.265, -3.806], [-6.331, 4.340, -2.193], [-6.694, 3.160, -3.456], [-6.566, 4.863, -3.875], [-2.227, 0.500, -5.023], [-3.775, 0.244, -5.857], [-3.653, -0.052, -4.135], [-2.638, 3.498, -5.703], [-4.401, 3.549, -5.908], [-3.467, 2.320, -6.714]],
  "lowdin_charge": [0.1046, -0.3652, 0.0181, 0.0206, -0.3310, 0.1231, -0.1530, -0.1545, -0.2881, -0.6378, 0.7806, 0.0385, 0.1185, 0.1184, 0.1086, 0.1159, 0.1157, 0.0989, 0.0402, 0.0359, 0.0808, -0.2996, 0.7326, -0.3059, -0.1274, -0.1410, -0.3437, -0.1254, -0.1461, -0.3277, -0.1303, -0.1176, 0.0809, 0.0865, 0.0511, 0.0733, 0.0690, 0.0785, 0.0759, 0.0846, 0.0571, 0.0710, 0.0677, 0.0805, 0.0799, 0.0754, 0.0763, 0.0759, 0.0713, 0.0911, -0.2965, 0.7028, -0.2975, -0.1240, -0.1368, -0.3421, -0.1361, -0.1500, -0.3203, -0.1275, -0.1123, 0.0829, 0.0816, 0.0503, 0.0787, 0.0650, 0.0532, 0.0884, 0.0797, 0.0551, 0.0791, 0.0737, 0.0785, 0.0806, 0.0795, 0.0761, 0.0755, 0.0782, 0.0817],
  "orbital_gap_ha": 0.2632,
  "spin_multiplicity": 1,
  "total_energy_ev": -66311.385
}